Entry from OMol25: 2 unconnected molecules or ions with the total composition CH3ClFNS at a distorted geometry (ωB97M-V with the def2-TZVPD basis set).

Cartesian coordinates (Å):
C  -1.16555  -0.29606  -1.11905
N  0.73948  0.44139  2.07811
F  -0.76183  0.70781  -2.01374
S  0.84447  0.88291  0.65719
Cl  2.40207  -0.19338  -0.51890
H  -1.95152  0.05586  -0.48349
H  -0.53845  -1.23409  -1.21944
H  0.43133  -0.36445  2.61932

Summary:
HOMO-LUMO gap (spin up / spin down): 8.724 / 7.532 eV
Energy above the lowest of the compared OMol25 structures with the same formula, charge and spin: 3.275 eV
Calculated total energy: -28646.9350 eV
HOMO energy (spin up / spin down): -8.96 / -8.88 eV
Molar mass: 115.560 g mol⁻¹
LUMO energy (spin up / spin down): -0.23 / -1.35 eV

Entry from OMol25: a molecular structure, C9H21FN3O6S3 (ωB97M-V with the def2-TZVPD basis set).

Cartesian coordinates (Å):
C  0.32790  -0.07164  2.04908
C  -0.14789  0.91611  0.99507
S  -0.78904  0.09381  -0.49731
C  -2.53455  0.49275  -0.44611
S  -3.48483  -0.60441  0.60848
O  -3.32656  -1.93775  0.08231
O  -3.04256  -0.35285  1.96191
N  -4.97474  -0.12164  0.29604
S  -5.77697  0.86838  1.19005
O  -5.98983  0.47015  2.54641
O  -6.88370  1.39562  0.45225
F  -4.78312  2.13716  1.33216
H  1.00002  -0.80862  1.60081
H  -0.52926  -0.61812  2.44272
H  0.85368  0.44491  2.85175
H  -0.95819  1.52624  1.39208
H  0.66690  1.56885  0.68188
H  -2.93531  0.39844  -1.45330
H  -2.69857  1.50886  -0.09063
C  3.92489  0.60258  2.39261
O  3.16791  1.54696  2.33620
N  5.09258  0.60342  3.07820
C  5.95728  -0.55144  3.12314
C  5.46556  1.81115  3.78993
H  3.71733  -0.35601  1.88722
H  6.09020  -0.90753  4.14773
H  6.94201  -0.32632  2.70568
H  5.51167  -1.35426  2.53771
H  4.71101  2.07069  4.53336
H  5.55575  2.65336  3.10281
H  6.41988  1.64645  4.28652
C  -1.35887  0.27022  -4.59563
O  -1.80908  0.88648  -3.65498
N  -1.36836  -1.08030  -4.67407
C  -0.82451  -1.79131  -5.80279
C  -1.95200  -1.82164  -3.56282
H  -0.89572  0.75666  -5.47280
H  -1.58889  -2.39701  -6.29706
H  -0.00790  -2.45207  -5.49976
H  -0.43492  -1.07473  -6.52574
H  -2.99865  -1.55093  -3.42148
H  -1.42873  -1.60460  -2.63156
H  -1.88182  -2.88607  -3.77806

Summary:
Net charge: -1
HOMO-LUMO gap: 7.388 eV
Energy above the lowest of the compared OMol25 structures with the same formula, charge and spin: 0.000 eV
Calculated total energy: -61653.9769 eV
HOMO energy: -5.28 eV
Molar mass: 382.481 g mol⁻¹
LUMO energy: 2.11 eV

Entry from OMol25: a molecular structure, C32H51MnN2O2P2 at a distorted geometry (ωB97M-V with the def2-TZVPD basis set).

Cartesian coordinates (Å):
C  -1.23254  2.42834  -1.08740
C  -0.28689  0.62530  -2.28027
C  -1.44326  3.13211  -2.26644
C  -0.41835  1.30939  -3.48011
C  -1.04510  2.56147  -3.47180
H  -1.91090  4.11321  -2.19708
H  -0.03642  0.85221  -4.39604
H  -1.19458  3.09365  -4.40675
N  -0.78805  1.15347  -1.13225
P  -0.60166  2.07324  1.60998
P  -0.64103  -1.95060  -1.14516
C  -1.50847  3.01734  0.28109
H  -1.24211  4.08735  0.31211
H  -2.58926  2.96336  0.49244
C  0.44125  -0.68772  -2.07461
H  0.77921  -1.13457  -3.01451
C  0.52625  -3.43690  -0.92127
C  -2.08904  -2.41848  -2.26969
C  1.05985  2.99244  1.69367
C  -1.68439  2.32465  3.14518
C  1.17813  -3.33112  0.47257
H  0.44144  -3.16317  1.27029
H  1.71557  -4.27086  0.67553
H  1.90138  -2.50949  0.52246
C  -0.24562  -4.76100  -0.98657
H  -1.04675  -4.80415  -0.23872
H  -0.65254  -4.96059  -1.98534
H  0.46402  -5.57144  -0.76108
C  1.64536  -3.46217  -1.97758
H  2.31694  -4.29867  -1.73213
H  1.27129  -3.62288  -2.99542
H  2.25589  -2.55211  -1.96342
C  -3.05138  -3.32998  -1.47438
H  -3.18645  -2.97151  -0.44399
H  -4.03513  -3.31162  -1.96793
H  -2.72095  -4.37256  -1.45105
C  -2.88298  -1.14943  -2.63757
H  -3.32110  -0.67529  -1.74670
H  -2.27254  -0.41200  -3.17254
H  -3.70908  -1.43928  -3.30807
C  -1.58578  -3.11299  -3.55354
H  -0.49742  -3.08226  -3.69327
H  -1.90471  -4.16354  -3.57740
H  -2.03460  -2.62753  -4.43300
C  -0.96768  1.67619  4.33961
H  -1.63753  1.71308  5.21215
H  -0.72044  0.62157  4.13924
H  -0.05351  2.21666  4.61460
C  -3.02535  1.59900  2.93958
H  -3.58755  1.99381  2.08435
H  -2.88914  0.52241  2.79099
H  -3.64058  1.74110  3.84204
C  -1.98071  3.80362  3.44400
H  -2.74890  3.84059  4.23264
H  -1.10775  4.34340  3.82846
H  -2.38019  4.33913  2.57139
C  1.73771  2.94609  0.30837
H  2.67940  3.51741  0.36994
H  2.00301  1.91742  0.03015
H  1.11426  3.38278  -0.48736
C  1.98203  2.27229  2.68880
H  2.11709  1.21144  2.43235
H  2.96409  2.76770  2.66339
H  1.61157  2.34033  3.71580
C  0.94378  4.47381  2.07850
H  0.25898  5.03496  1.43093
H  0.65804  4.61636  3.12417
H  1.94478  4.91660  1.96032
Mn  -0.48996  0.06612  0.48705
C  -1.94372  -0.80411  0.96647
O  -3.00748  -1.27813  1.19957
N  1.31720  -0.27565  0.18208
C  1.61503  -0.39551  -1.06955
C  2.98413  -0.18268  -1.58351
C  4.04015  -0.25909  -0.66067
C  3.24053  0.13679  -2.93023
C  5.36078  -0.15682  -1.10170
H  3.79231  -0.39284  0.39705
C  4.55997  0.23821  -3.36737
H  2.39789  0.32583  -3.59912
C  5.61766  0.07524  -2.46155
H  6.17922  -0.25027  -0.38523
H  4.75173  0.45370  -4.41893
H  6.64668  0.14909  -2.81296
C  -1.42668  -2.47679  4.17760
O  -0.34810  -1.80513  3.53013
H  -2.34084  -2.15407  3.67360
H  -1.49580  -2.19898  5.23844
H  -1.34725  -3.57068  4.10615
H  0.48365  -2.19559  3.84606

Summary:
Net charge: +1
HOMO-LUMO gap (spin up / spin down): 6.650 / 7.404 eV
Calculated total energy: -90978.2208 eV
HOMO energy (spin up / spin down): -9.27 / -11.04 eV
Molar mass: 612.658 g mol⁻¹
LUMO energy (spin up / spin down): -2.62 / -3.64 eV
2S+1: 6

Entry from OMol25: 2 unconnected molecules or ions with the total composition C4H13N2 at a distorted geometry (ωB97M-V with the def2-TZVPD basis set).

Cartesian coordinates (Å):
C  0.36622  -0.43086  -2.20852
C  -1.05804  -1.84938  -0.97017
N  -0.84699  -0.56983  -1.42062
H  1.27219  -0.29906  -1.58774
H  0.24606  0.45466  -2.83836
H  0.54067  -1.31478  -2.83223
H  -0.57011  -2.67824  -1.47489
H  -1.83661  -1.97996  -0.23007
H  -0.72040  0.37567  -0.27007
C  1.27557  0.31659  1.58008
C  -0.14220  0.82697  1.80122
N  -0.70789  1.23469  0.48809
H  1.97192  1.14910  1.48412
H  1.57725  -0.31211  2.41412
H  1.31287  -0.29202  0.67593
H  -0.77593  0.08442  2.27847
H  -0.14800  1.69820  2.45857
H  -1.63765  1.63212  0.57943
H  -0.11893  1.95380  0.07262

Summary:
HOMO-LUMO gap (spin up / spin down): 4.589 / 8.510 eV
Energy above the lowest of the compared OMol25 structures with the same formula, charge and spin: 1.667 eV
Calculated total energy: -7335.6138 eV
HOMO energy (spin up / spin down): -4.17 / -8.11 eV
Molar mass: 89.162 g mol⁻¹
LUMO energy (spin up / spin down): 0.42 / 0.40 eV
2S+1: 2